{
  "formula": "C15H40F3N10O2P2",
  "method": "the ωB97M-V functional and the def2-TZVPD basis",
  "gap_ev": 5.635,
  "lumo_energy_ev": -4.1,
  "multiplicity": 1,
  "charge": 1,
  "homo_ev": -9.75,
  "symbols": ["N", "C", "N", "C", "N", "C", "F", "F", "F", "N", "H", "H", "H", "H", "O", "P", "N", "C", "C", "N", "C", "C", "N", "C", "C", "H", "H", "H", "H", "H", "H", "H", "H", "H", "H", "H", "H", "H", "H", "H", "H", "H", "H", "O", "P", "N", "C", "C", "N", "C", "C", "N", "C", "C", "H", "H", "H", "H", "H", "H", "H", "H", "H", "H", "H", "H", "H", "H", "H", "H", "H", "H"],
  "positions_angstrom": [[5.4514, -0.7071, -2.4754], [5.5341, -1.9402, -1.9624], [4.5903, -2.5566, -1.2362], [5.0741, -3.7401, -0.9616], [6.2984, -3.9018, -1.4727], [7.2184, -5.0364, -1.4468], [8.1636, -4.8528, -0.5388], [6.5072, -6.1185, -1.1911], [7.7818, -5.1230, -2.6523], [6.5890, -2.7489, -2.1307], [6.1929, -0.0392, -2.3620], [4.5767, -0.4231, -2.8840], [4.5697, -4.5004, -0.3872], [7.4421, -2.5615, -2.6396], [1.6726, 0.8715, 2.1310], [1.2065, -0.3440, 2.8323], [2.5346, -1.4313, 2.8257], [2.8835, -2.0854, 1.5830], [3.7041, -0.8434, 3.4657], [-0.0726, -0.8953, 1.8734], [-0.2586, -2.2759, 1.4877], [-0.6049, 0.0234, 0.8709], [0.5108, -0.8289, 4.3093], [-0.0646, 0.2979, 5.0628], [1.1619, -1.7730, 5.2176], [3.7671, -2.7137, 1.7450], [3.1050, -1.3789, 0.7710], [2.0972, -2.7580, 1.2540], [3.4308, -0.3946, 4.4224], [4.1630, -0.0578, 2.8530], [4.4431, -1.6215, 3.6718], [0.2992, -2.5280, 0.5768], [-1.3152, -2.4686, 1.2886], [0.0404, -2.9552, 2.2890], [-0.0071, 0.0330, -0.0501], [-0.6447, 1.0375, 1.2571], [-1.6241, -0.2707, 0.6147], [0.7022, 0.9320, 5.5200], [-0.7211, -0.0755, 5.8477], [-0.6679, 0.9183, 4.3965], [2.0699, -1.3884, 5.6944], [1.4013, -2.6986, 4.7056], [0.4427, -2.0049, 6.0046], [-3.4772, 0.6533, -1.3202], [-3.6749, 1.9969, -1.9304], [-4.7938, 2.7204, -0.8392], [-6.1755, 2.2669, -0.8298], [-4.2453, 2.7704, 0.5087], [-4.3312, 1.6532, -3.4455], [-5.5309, 2.2741, -3.9645], [-4.1514, 0.2982, -3.9537], [-2.9827, 3.5002, -2.4177], [-1.5300, 3.4151, -2.6329], [-3.3189, 4.7767, -1.7865], [-6.7190, 2.8139, -0.0567], [-6.2787, 1.1917, -0.6288], [-6.6713, 2.4971, -1.7679], [-3.2239, 3.1627, 0.4911], [-4.2107, 1.7821, 0.9823], [-4.8427, 3.4451, 1.1255], [-6.4355, 1.7489, -3.6394], [-5.5140, 2.2626, -5.0574], [-5.5979, 3.3196, -3.6611], [-4.8855, -0.4075, -3.5466], [-3.1612, -0.0785, -3.7142], [-4.2508, 0.3151, -5.0411], [-0.9691, 3.3511, -1.6936], [-1.1796, 4.2863, -3.1865], [-1.2971, 2.5295, -3.2307], [-2.9687, 4.8751, -0.7540], [-4.3879, 4.9498, -1.8096], [-2.8395, 5.5578, -2.3811]],
  "atomic_forces_ev_per_a": [[0.091, -0.207, -0.183], [-0.127, 0.270, 0.098], [-0.350, 0.002, -0.289], [-0.283, -0.097, 0.085], [0.545, -0.330, -0.048], [0.123, -0.146, -0.295], [-0.356, -0.113, -0.227], [0.270, 0.338, 0.123], [-0.113, 0.048, 0.411], [0.079, 0.393, 0.141], [0.075, 0.028, -0.256], [-0.130, 0.269, 0.401], [0.074, -0.112, 0.016], [0.086, -0.342, -0.006], [-0.220, 1.361, 1.696], [-0.489, -3.116, -2.064], [-0.332, -0.415, 0.123], [0.042, 0.086, -0.220], [0.008, 0.133, 0.113], [0.285, 0.320, -0.551], [-0.354, -0.169, 0.485], [0.086, 0.029, -0.199], [1.063, 1.600, 0.857], [-0.324, 0.048, -0.242], [0.029, -0.064, 0.043], [0.072, 0.135, 0.094], [0.042, -0.024, 0.013], [-0.008, 0.085, -0.016], [0.023, 0.043, -0.054], [0.005, -0.021, -0.003], [-0.024, -0.023, -0.019], [-0.115, -0.016, -0.036], [-0.009, 0.042, 0.001], [0.086, 0.049, 0.002], [-0.040, 0.020, -0.025], [0.089, 0.008, 0.004], [0.029, -0.074, -0.017], [-0.015, -0.032, 0.047], [-0.004, -0.063, -0.025], [0.033, 0.007, -0.002], [-0.052, 0.001, 0.046], [0.062, 0.034, -0.075], [-0.008, 0.053, 0.005], [2.716, 0.244, -0.100], [-4.431, 0.961, -0.370], [-0.291, 0.287, -0.513], [-0.049, -0.195, 0.004], [0.200, -0.002, 0.027], [0.145, -0.662, 0.051], [0.219, 0.471, -0.261], [-0.193, -0.165, 0.147], [1.754, -0.721, 1.201], [-0.058, -0.195, -0.396], [-0.027, 0.097, 0.060], [0.064, -0.040, 0.069], [-0.002, 0.019, 0.034], [0.036, -0.043, 0.008], [-0.015, -0.067, 0.021], [-0.021, 0.018, 0.008], [-0.028, -0.004, -0.031], [0.002, -0.005, -0.064], [0.041, -0.020, 0.001], [0.024, -0.028, 0.098], [0.000, -0.016, -0.035], [-0.012, 0.002, 0.067], [-0.044, 0.062, 0.004], [0.017, 0.068, -0.009], [-0.044, 0.013, -0.018], [-0.005, -0.011, 0.027], [0.025, 0.033, -0.031], [-0.031, -0.085, 0.051], [0.066, -0.052, 0.000]]
}

{
  "formula": "C15H40F8N7O12PS2",
  "method": "the ωB97M-V functional and the def2-TZVPD basis",
  "gap_ev": 6.074,
  "lumo_energy_ev": -6.5,
  "de_lowest_kcal_mol": 27.0,
  "multiplicity": 1,
  "charge": 2,
  "homo_ev": -12.61,
  "symbols": ["C", "C", "O", "N", "H", "H", "C", "H", "H", "H", "H", "H", "H", "C", "C", "O", "N", "H", "H", "C", "H", "H", "H", "H", "H", "H", "C", "C", "O", "N", "H", "H", "C", "H", "H", "H", "H", "H", "H", "C", "C", "O", "N", "H", "H", "C", "H", "H", "H", "H", "H", "H", "C", "C", "O", "N", "H", "H", "C", "H", "H", "H", "H", "H", "H", "P", "F", "F", "F", "F", "F", "F", "N", "S", "O", "O", "F", "S", "O", "O", "F", "N", "O", "O", "O"],
  "positions_angstrom": [[-2.2839, -1.9918, -0.4453], [-3.7769, -2.1998, -0.5220], [-4.5280, -1.6524, -1.3597], [-4.2087, -3.2970, 0.4437], [-3.4155, -3.6257, 0.9755], [-4.8521, -2.9912, 1.1597], [-4.7788, -4.4498, -0.3444], [-1.9396, -1.5175, -1.3644], [-1.7933, -2.9637, -0.3918], [-2.1217, -1.3565, 0.4254], [-3.9833, -4.9258, -0.9178], [-5.6852, -4.1521, -0.8716], [-5.1532, -5.0709, 0.4693], [-4.2552, 3.1219, 2.9609], [-3.7247, 3.3101, 1.5449], [-4.3319, 3.9685, 0.7609], [-2.3363, 2.7633, 1.1137], [-1.7073, 3.4977, 0.8221], [-2.1005, 2.3643, 2.0111], [-2.5442, 1.6337, 0.0348], [-5.2104, 3.6142, 3.1434], [-3.6366, 3.4685, 3.7887], [-4.4148, 2.0666, 3.1823], [-1.6382, 1.0301, -0.0197], [-2.6717, 2.0877, -0.9478], [-3.3979, 1.0755, 0.4191], [1.3741, 3.8523, 3.5137], [2.0654, 3.0679, 2.4675], [3.0048, 2.3577, 2.7640], [1.6094, 3.2851, 1.0387], [1.2460, 2.4500, 0.6021], [0.7192, 3.7267, 0.8580], [2.7890, 3.9658, 0.2427], [1.7143, 3.6373, 4.5267], [0.3399, 3.5213, 3.6079], [1.5383, 4.9294, 3.4832], [3.5297, 3.1829, 0.0795], [3.2279, 4.7230, 0.8925], [2.4245, 4.3193, -0.7218], [2.2345, -6.2188, -1.0889], [2.4738, -5.3002, 0.0705], [3.5254, -4.6748, 0.1483], [1.5075, -5.1895, 1.2414], [0.6365, -5.6834, 1.1084], [2.0713, -5.6035, 1.9700], [1.2661, -3.7352, 1.6936], [3.0896, -6.1789, -1.7636], [1.3635, -5.8418, -1.6251], [2.1006, -7.2347, -0.7174], [0.6954, -3.6853, 2.6210], [0.5370, -3.3145, 1.0011], [2.1501, -3.1038, 1.6047], [2.7112, -0.3653, -4.6469], [3.2305, -1.7992, -4.9300], [3.8845, -2.0254, -5.8939], [2.8386, -2.8940, -3.9127], [1.9859, -2.5696, -3.4794], [2.5066, -3.7019, -4.4198], [3.9135, -3.1100, -2.8194], [3.4451, 0.1572, -4.0333], [1.7183, -0.2745, -4.2065], [2.7592, 0.0270, -5.6627], [4.3222, -2.1040, -2.7245], [4.6028, -3.8739, -3.1792], [3.4840, -3.3357, -1.8433], [1.6405, 0.2339, -0.5731], [0.4451, 1.0917, 0.1880], [2.9177, 0.5357, 0.3294], [1.2864, -1.0219, 0.3128], [2.5422, -0.7173, -1.6175], [0.4597, -0.1758, -1.6176], [1.9053, 1.5821, -1.5199], [-0.5623, 4.5781, 0.5161], [-0.6694, 6.0794, 0.9484], [-1.9959, 6.5825, 0.6646], [0.5371, 6.9124, 0.8488], [-0.7914, 5.6994, 2.5324], [-0.7258, 4.9030, -1.1765], [0.3882, 5.4991, -1.8582], [-2.0994, 5.1131, -1.6376], [-0.4816, 3.3411, -1.5611], [-1.1839, 0.1639, 2.8718], [-0.6813, -0.8412, 2.3761], [-0.7540, 1.2547, 2.8518], [-2.3234, -0.0068, 3.1833]],
  "atomic_forces_ev_per_a": [[-1.046, 0.008, -0.590], [-0.891, 2.840, -4.219], [2.384, -3.020, 4.473], [-0.543, 0.275, -1.135], [0.570, 0.075, 0.054], [-0.760, 0.513, 0.075], [-0.847, -0.344, 1.516], [-0.096, 0.264, 0.236], [0.168, 0.017, 0.456], [0.677, -0.089, 0.351], [-0.357, 0.170, -0.087], [0.557, 0.310, -0.423], [0.212, -0.716, -0.380], [0.334, -0.899, 0.537], [-0.987, 2.233, -0.425], [0.535, -0.742, -0.186], [-3.920, -2.669, 0.334], [0.609, 1.027, -0.187], [1.562, -0.831, 0.286], [0.546, 1.078, 1.206], [0.086, 0.156, -0.851], [0.662, 0.071, -0.398], [0.173, -0.239, -0.123], [-0.135, 0.119, 0.355], [-0.445, 0.169, 0.340], [0.032, -0.066, -0.449], [-0.671, 0.138, 1.231], [1.669, -0.894, 1.649], [-1.656, 0.911, -1.955], [3.270, -0.116, 0.080], [1.090, -1.370, -0.143], [-0.644, 2.176, 0.890], [-0.737, -1.290, 0.584], [0.751, -0.618, -0.324], [-0.364, 0.623, -0.611], [-0.574, 0.079, -0.788], [-0.140, 0.051, 0.064], [-0.355, 0.154, -0.261], [-0.142, 0.200, 0.359], [-0.645, 0.330, 0.492], [4.086, 1.498, -0.915], [-3.270, -1.190, 0.602], [1.122, 1.388, -0.062], [-0.188, -0.343, 0.044], [-0.103, -0.630, 0.743], [-1.426, 0.560, -1.038], [0.016, 0.022, 0.351], [-0.326, -0.445, -0.069], [-0.292, -0.106, -0.246], [0.773, -0.376, 0.378], [0.201, 0.007, -0.373], [0.111, -0.535, 0.411], [0.468, -1.246, -0.481], [0.028, 2.365, -0.971], [-0.444, -1.241, 1.293], [-0.078, 0.119, 0.517], [-0.223, 0.683, 0.586], [0.661, -0.770, -0.353], [-0.420, 0.578, -0.799], [-0.094, 0.000, 0.141], [0.139, -0.159, 0.083], [-0.225, 0.414, 0.245], [0.522, -0.328, 0.111], [0.045, 0.350, 0.105], [-0.273, -0.187, -0.433], [-0.646, 0.424, -3.083], [1.337, -0.209, 0.589], [-1.014, 0.494, -0.278], [0.094, -0.833, 0.487], [0.913, 0.188, 0.656], [-1.058, -0.253, -0.352], [0.401, -1.220, 1.188], [0.163, 1.032, -4.267], [-0.569, 4.518, 4.522], [1.987, 0.031, -0.001], [-2.537, -2.185, -0.035], [0.366, 0.321, -0.766], [-1.739, -2.865, -3.723], [-0.881, 0.233, 1.497], [2.879, -0.232, 1.458], [-0.173, 0.276, 0.603], [-2.217, -3.755, -1.990], [3.575, -1.611, -0.980], [3.806, 4.972, 0.196], [-5.427, 0.162, 2.377]]
}

{
  "formula": "C15H40FLi2O5",
  "method": "the ωB97M-V functional and the def2-TZVPD basis",
  "gap_ev": 9.210,
  "lumo_energy_ev": -3.7,
  "de_lowest_kcal_mol": 0.0,
  "multiplicity": 1,
  "charge": 1,
  "homo_ev": -12.87,
  "symbols": ["Li", "Li", "F", "C", "C", "C", "O", "H", "H", "H", "H", "H", "H", "H", "H", "C", "C", "C", "O", "H", "H", "H", "H", "H", "H", "H", "H", "C", "C", "C", "O", "H", "H", "H", "H", "H", "H", "H", "H", "C", "C", "C", "O", "H", "H", "H", "H", "H", "H", "H", "H", "C", "C", "C", "O", "H", "H", "H", "H", "H", "H", "H", "H"],
  "positions_angstrom": [[1.0838, 1.9832, -0.9954], [-1.5607, 1.2877, -0.0146], [0.1282, 0.2869, -0.3818], [2.9565, 3.6954, 2.3424], [3.4009, 2.7778, 1.1962], [4.4286, 1.7582, 1.6549], [2.2319, 2.0478, 0.7171], [3.7972, 3.9740, 2.9754], [2.3009, 3.0945, 2.9769], [2.4305, 4.5645, 1.9565], [3.7669, 3.3713, 0.3591], [4.0219, 1.1281, 2.4558], [5.3103, 2.1973, 2.1208], [4.6733, 1.0955, 0.8246], [2.1518, 1.2293, 1.2515], [0.7654, -2.7064, 1.7369], [1.9614, -1.7815, 1.8488], [2.9300, -1.9197, 0.6811], [1.4722, -0.4136, 1.9078], [-0.0034, -2.4342, 2.4593], [1.0427, -3.7535, 1.8975], [0.2914, -2.7273, 0.7489], [2.4929, -1.9415, 2.7860], [3.1468, -2.9669, 0.4684], [3.8659, -1.4093, 0.9035], [2.4627, -1.4828, -0.2036], [1.0357, -0.2762, 1.0403], [-1.9313, 1.2358, -3.6369], [-3.1630, 0.9702, -2.7869], [-4.1124, -0.0290, -3.4557], [-2.7692, 0.4521, -1.4967], [-1.1066, 1.7556, -3.1396], [-2.1859, 1.8346, -4.5166], [-1.5298, 0.3037, -4.0430], [-3.6855, 1.9076, -2.5990], [-5.1031, 0.1313, -3.0252], [-3.8607, -1.0396, -3.1363], [-4.1127, 0.0973, -4.5339], [-2.1528, -0.2953, -1.6757], [-1.5216, -2.9718, -3.7359], [-0.6108, -2.7552, -2.5320], [0.7735, -2.2763, -2.9408], [-1.2456, -1.8327, -1.6370], [-1.0592, -3.6632, -4.4463], [-1.7585, -2.0437, -4.2494], [-2.4169, -3.5194, -3.4304], [-0.5354, -3.7301, -2.0353], [1.3491, -2.9760, -3.5358], [1.2775, -1.9796, -2.0145], [0.6865, -1.3547, -3.5308], [-0.5338, -1.3520, -1.1725], [-0.7165, 1.8820, 3.1251], [-1.6934, 0.7887, 2.6526], [-2.4415, 0.1749, 3.8123], [-2.6036, 1.2967, 1.6463], [0.2024, 1.4183, 3.4766], [-1.1721, 2.4307, 3.9553], [-0.5257, 2.6154, 2.3399], [-1.0745, 0.0245, 2.1705], [-3.1174, -0.6189, 3.4916], [-3.0712, 0.9216, 4.3085], [-1.7253, -0.2221, 4.5299], [-3.3388, 1.7398, 2.0831]],
  "atomic_forces_ev_per_a": [[0.402, -1.071, 0.974], [-0.504, -0.993, -0.118], [-0.243, 1.518, -0.281], [0.094, -0.741, -0.205], [-0.191, -0.014, 0.867], [-0.172, -0.296, 0.209], [-0.054, 0.237, -0.800], [0.071, 0.309, -0.202], [-0.159, 0.201, 0.015], [-0.046, 0.104, 0.206], [0.037, -0.108, -0.092], [-0.286, 0.069, -0.145], [0.110, 0.198, -0.482], [0.341, 0.064, 0.061], [-0.061, 0.062, -0.015], [-0.137, -0.679, -0.040], [-0.216, 0.361, -0.304], [-0.141, -0.087, 0.255], [0.250, -0.098, -0.411], [0.054, -0.043, 0.098], [0.100, 0.148, 0.233], [0.161, 0.444, -0.062], [-0.127, -0.026, 0.083], [0.028, -0.001, 0.028], [0.010, 0.068, -0.142], [0.124, 0.008, -0.087], [-0.237, 0.000, 0.238], [0.081, -0.064, -0.801], [0.389, -0.327, 0.042], [-0.191, 0.433, 0.925], [0.635, 0.591, 0.166], [-0.197, 0.041, 0.290], [-0.088, 0.027, 0.120], [0.047, -0.073, 0.199], [0.012, 0.014, 0.140], [-0.116, 0.043, -0.388], [0.340, -0.067, -0.410], [-0.171, -0.176, -0.068], [-0.523, -0.200, -0.019], [0.062, -0.740, 0.205], [-0.309, -0.659, -0.932], [-0.446, 1.044, 0.471], [0.686, 0.268, 0.028], [0.257, 0.240, -0.001], [-0.118, 0.057, 0.014], [-0.212, 0.489, 0.043], [0.154, 0.148, 0.188], [0.013, -0.287, 0.223], [0.463, -0.299, -0.232], [-0.095, -0.089, -0.030], [-0.280, -0.058, 0.069], [-0.853, -0.053, 0.244], [0.730, 0.237, 0.355], [-0.365, -0.030, -0.138], [0.455, -0.074, -0.114], [0.099, 0.094, -0.093], [0.116, 0.052, -0.022], [0.265, -0.154, -0.098], [-0.366, -0.024, -0.242], [0.193, -0.111, -0.069], [0.210, 0.071, 0.075], [-0.087, -0.012, 0.087], [0.001, 0.017, -0.110]]
}